Molecular formula: C2H3NS3
Method: DFT, the ωB97M-V functional and the def2-TZVPD basis

Properties
HOMO energy in Eh: -0.315
HOMO-LUMO gap in eV: 6.864
Energy in eV: -36115.82313
Maximum force in eV/Å: 3.966
Relative energy (zero: lowest compared OMol25 entry of this formula, charge and spin) in kcal per mole: 53.10

```
! wB97M-V def2-TZVPD RIJCOSX def2/J DEFGRID3
* xyz 0 1
C -1.0235 -0.2650 -0.0499
C -1.3207 1.1046 -0.0080
N 0.1797 -0.7870 -0.0501
S 0.0227 2.1546 0.0797
S 2.8633 -1.2790 0.2383
S 1.5874 0.3476 0.0084
H -1.9515 -0.8010 -0.0275
H -2.3273 1.5962 0.2050
H 1.9699 -2.0710 -0.3959
*
```

***

Molecular formula: C5H9N3O4S2
Method: DFT, the ωB97M-V functional and the def2-TZVPD basis

Properties
HOMO energy in Eh: -0.357
HOMO-LUMO gap in eV: 10.281
SMILES string: O=S1(=O)C2CN3CN1CN(C2)S3(=O)=O
Energy in eV: -39658.83597
Maximum force in eV/Å: 3.110
Relative energy (zero: lowest compared OMol25 entry of this formula, charge and spin) in kcal per mole: 6.92

```
! wB97M-V def2-TZVPD RIJCOSX def2/J DEFGRID3
* xyz 0 1
O 2.0584 1.1531 -1.8688
O 0.7061 -0.5313 -2.9387
O -0.6668 -1.5238 2.5162
O -2.2113 0.4021 1.9032
N 1.1099 -0.8007 -0.3434
N -0.4391 0.9228 -1.0654
N -1.2202 -1.0639 -0.0418
C 0.0246 -1.8109 -0.3392
C -1.5583 -0.0221 -1.0678
C 1.4923 -0.0164 0.8815
C -0.1569 1.6436 0.2080
C 0.2925 0.7593 1.4002
S 0.9421 0.2439 -1.7297
S -1.0813 -0.4238 1.6157
H 0.2956 -2.6774 0.3630
H 0.0657 -2.2853 -1.3360
H -1.6680 -0.4083 -2.1908
H -2.5255 0.5765 -0.8339
H 1.8787 -0.6130 1.6750
H 2.3756 0.5989 0.4606
H -0.9452 2.3085 0.5113
H 0.7521 2.3035 -0.1299
H 0.4787 1.2647 2.3507
*
```